Below is a structure of composition C5H8FO4Rb, with properties calculated with ωB97M-V/def2-TZVPD.

Element x y z (Å)
1 C 0.082 2.302 1.195
2 O 0.737 1.084 1.209
3 C 0.837 3.387 0.423
4 H -0.933 2.217 0.733
5 H -0.100 2.682 2.227
6 H 0.289 4.343 0.444
7 H 1.837 3.547 0.856
8 H 0.971 3.096 -0.631
9 C -0.684 -2.907 -1.046
10 O 0.510 -2.533 -0.656
11 C 0.406 -0.921 -0.131
12 C -1.104 -0.935 0.023
13 O -1.589 -1.953 -0.875
14 O -0.904 -3.880 -1.750
15 F 0.809 -0.245 -1.262
16 H 1.134 -1.116 0.656
17 H -1.384 -1.201 1.046
18 H -1.568 0.002 -0.292
19 Rb 0.656 -6.968 -2.170

Values from the calculation:
frontier orbital gap	3.33	eV
DFT total energy	-620.11923	Eh
energy relative to the best compared isomer or geometry (same formula, charge and spin)	289.84	kJ/mol

Results of the Löwdin charge analysis, in e, for atoms 1 through 8: -0.5211, -0.3457, -0.1414, 0.0715, 0.0792, 0.0517, 0.0580, 0.0562

Below is the ion C4H9O2 with charge -1, with properties calculated with ωB97M-V/def2-TZVPD.

Element x y z (Å)
1 C 1.060 1.142 0.714
2 C 0.307 0.771 -0.635
3 O -0.823 1.448 -0.887
4 C 0.175 -0.781 -0.668
5 C -0.941 -1.310 0.277
6 O -2.142 -0.571 0.178
7 H 2.140 1.248 0.530
8 H 0.874 0.523 1.610
9 H 0.718 2.131 1.051
10 H 1.167 0.965 -1.339
11 H 1.116 -1.227 -0.334
12 H -0.116 -1.142 -1.642
13 H -1.090 -2.380 0.114
14 H -0.580 -1.094 1.306
15 H -1.865 0.279 -0.276

Values from the calculation:
frontier orbital gap	7.41	eV
DFT total energy	-308.27814	Eh
energy relative to the best compared isomer or geometry (same formula, charge and spin)	175.25	kJ/mol
net charge	-1
SMILES	C[C@H]([O-])CCO

Results of the Löwdin charge analysis, in e, for atoms 1 through 8: -0.0954, -0.6291, -0.2869, -0.1760, -0.3074, -0.1371, 0.0447, 0.0451

Below is a cluster of 2 separate species, C3H7OP in total, with properties calculated with ωB97M-V/def2-TZVPD.

Element x y z (Å)
1 C -1.586 1.407 -0.020
2 P -1.294 -0.089 -1.017
3 O -2.246 -1.044 -0.386
4 H -0.626 1.644 0.556
5 H -1.806 2.355 -0.602
6 H -2.308 1.165 0.715
7 C 2.112 -0.803 -0.304
8 C 1.080 -1.005 0.536
9 H 2.712 0.067 -0.314
10 H 2.367 -1.435 -1.135
11 H 0.501 -1.907 0.584
12 H 1.094 -0.354 1.387

Values from the calculation:
frontier orbital gap	8.83	eV
DFT total energy	-535.04001	Eh
energy relative to the best compared isomer or geometry (same formula, charge and spin)	100.28	kJ/mol
SMILES	CP=O.C=C

Results of the Löwdin charge analysis, in e, for atoms 1 through 8: -0.3465, 0.7844, -0.5104, 0.0446, 0.0480, 0.0039, -0.0602, -0.1392

| no. | LUMO energy (eV) |
| --- | --- |
| 1 | -2.08 |
| 2 | 4.41 |
| 3 | -0.24 |